A 10-piece molecular cluster, C43H94BN3O13P overall in a non-equilibrium geometry. Source: the Open Molecules 2025 dataset; level of theory: wB97M-V/def2-TZVPD.

Total charge: +1
Frontier orbital gap in eV: 6.06
Molecular weight in g mol⁻¹: 903.0
Spin multiplicity: 1
HOMO level in eV: -10.5

Last column: Löwdin charge in e.
Atoms and positions in Å:
C 3.9388 -3.8844 2.0744  -0.12
C 3.6665 -2.8028 0.8950  -0.24
C 4.2955 -3.2560 -0.5315  -0.18
C 3.6212 -2.4565 -1.7918  -0.13
C 3.1944 -1.0144 -1.2552  -0.05
C 4.3646 0.0111 -1.0313  0.08
N 4.1851 1.3559 -0.5512  0.04
B 5.4448 2.2272 -0.4323  -0.48
N 6.1014 2.3368 0.9189  0.14
O 6.0212 2.8933 -1.5844  0.10
C 2.8534 1.8204 -0.2079  0.09
C 1.5800 0.9157 -0.3788  0.02
C 0.1303 1.5223 0.0070  -0.23
C -0.2904 2.7397 -0.7932  -0.01
C -1.6758 3.3772 -0.5397  0.00
C -2.4182 2.6358 0.5939  -0.01
C -1.7543 1.4476 1.2779  -0.09
N -0.5079 0.8003 1.0513  0.09
C 1.7378 -0.5540 -0.9384  0.08
C 0.5181 -1.5395 -1.1901  -0.39
O 0.4805 -2.1243 -2.3139  0.00
O -0.5390 -1.7941 -0.2826  -0.25
P -1.6380 -2.9140 -1.0344  0.94
C -2.9921 -3.4336 0.2143  -0.27
O -2.5365 -2.1405 -2.3016  -0.32
H 4.1877 -4.9250 1.6842  0.06
H 4.7591 -3.4505 2.7632  0.08
H 2.9983 -3.9935 2.7258  0.08
H 2.5151 -2.7684 0.7648  0.11
H 4.1004 -1.8052 1.2559  0.10
H 4.1244 -4.3794 -0.6873  0.12
H 5.4228 -3.0291 -0.5094  0.11
H 4.4843 -2.2909 -2.5454  0.13
H 2.7849 -3.0443 -2.2953  0.12
H 5.4387 -0.3290 -1.2732  0.16
H 6.3783 1.3574 1.1538  0.09
H 5.3406 2.6446 1.5573  0.09
H 6.9423 2.5405 -1.7083  0.13
H 2.7093 2.8906 0.1971  0.16
H 0.4014 3.1770 -1.5906  0.11
H -2.1146 4.2820 -1.0713  0.10
H -3.4598 2.9776 0.9187  0.09
H -2.3635 0.9752 2.1401  0.11
H -2.5165 -3.8044 1.1847  0.05
H -3.5553 -4.3092 -0.2917  0.06
H -3.7810 -2.6152 0.3803  0.05
H -2.5907 -2.8528 -2.9910  0.06
C 0.4709 0.9072 6.3476  -0.06
C 0.9115 0.3502 5.0029  -0.50
C -0.2273 -0.3752 4.3039  -0.07
O 1.9999 -0.5512 5.1969  -0.06
H 0.1475 0.1030 7.0163  0.08
H 1.3021 1.4157 6.8435  0.08
H -0.3530 1.6160 6.2306  0.08
H 1.2729 1.1646 4.3683  0.13
H -0.5755 -1.2242 4.9015  0.08
H 0.1068 -0.7796 3.3446  0.06
H -1.0718 0.2957 4.1256  0.06
H 1.6904 -1.2756 5.7573  0.09
C -6.8098 0.9926 1.7306  -0.05
C -6.1068 1.5647 2.9517  -0.50
C -7.1059 2.0594 3.9852  -0.05
O -5.2645 2.6465 2.5506  -0.08
H -7.4242 1.7545 1.2399  0.09
H -6.0791 0.6517 0.9910  0.08
H -7.4504 0.1514 2.0021  0.05
H -5.4644 0.8000 3.3981  0.13
H -7.7307 2.8588 3.5740  0.09
H -6.5866 2.4785 4.8516  0.08
H -7.7556 1.2495 4.3254  0.07
H -5.8239 3.3287 2.1546  0.09
C -11.9513 -1.5305 0.4298  -0.06
C -10.5783 -0.8794 0.3799  -0.49
C -9.6810 -1.5574 -0.6431  -0.06
O -9.9704 -0.9558 1.6685  -0.07
H -11.8741 -2.5829 0.7213  0.08
H -12.5816 -1.0408 1.1771  0.08
H -12.4509 -1.4731 -0.5408  0.08
H -10.6828 0.1806 0.1320  0.14
H -9.5249 -2.6113 -0.3886  0.08
H -8.6938 -1.0869 -0.6601  0.08
H -10.1124 -1.5007 -1.6458  0.07
H -9.8732 -1.8915 1.8978  0.08
C 8.2784 5.4574 -4.1905  -0.06
C 8.9905 6.0400 -2.9795  -0.51
C 7.9988 6.5378 -1.9401  -0.06
O 9.8239 7.1190 -3.3944  -0.05
H 7.6574 6.2145 -4.6800  0.08
H 9.0032 5.1143 -4.9337  0.08
H 7.6422 4.6143 -3.9071  0.07
H 9.6394 5.2803 -2.5340  0.12
H 7.3674 7.3324 -2.3505  0.08
H 8.5239 6.9640 -1.0809  0.08
H 7.3549 5.7265 -1.5893  0.07
H 9.2594 7.7967 -3.7901  0.09
C 12.6035 4.2578 -2.3979  -0.06
C 12.1155 2.8913 -1.9432  -0.51
C 13.1234 2.2217 -1.0223  -0.07
O 11.8919 2.0634 -3.0833  -0.06
H 13.5394 4.1723 -2.9591  0.09
H 11.8748 4.7225 -3.0679  0.07
H 12.7677 4.9218 -1.5452  0.09
H 11.1575 2.9967 -1.4252  0.13
H 14.0772 2.0646 -1.5360  0.08
H 12.7651 1.2361 -0.7124  0.08
H 13.3037 2.8250 -0.1289  0.08
H 12.7334 1.9638 -3.5487  0.09
C -7.5915 -3.0012 -4.8173  -0.07
C -8.9027 -2.6941 -4.1109  -0.51
C -10.0642 -3.4387 -4.7501  -0.06
O -9.1526 -1.2909 -4.1644  -0.06
H -7.6306 -2.6899 -5.8662  0.08
H -6.7679 -2.4503 -4.3545  0.08
H -7.3629 -4.0696 -4.7788  0.08
H -8.8252 -2.9706 -3.0558  0.12
H -10.1894 -3.1426 -5.7967  0.08
H -11.0011 -3.1995 -4.2397  0.08
H -9.9103 -4.5202 -4.7096  0.08
H -9.2230 -1.0362 -5.0943  0.09
C 7.4428 -7.6238 2.2680  -0.06
C 7.0043 -6.1934 1.9966  -0.49
C 7.9030 -5.1943 2.7082  -0.06
O 5.6579 -6.0177 2.4372  -0.11
H 7.3895 -7.8523 3.3373  0.08
H 6.7816 -8.3310 1.7602  0.08
H 8.4667 -7.7947 1.9256  0.08
H 7.0216 -6.0017 0.9198  0.14
H 7.8656 -5.3386 3.7928  0.08
H 7.5695 -4.1710 2.5137  0.07
H 8.9407 -5.2924 2.3791  0.08
H 5.6316 -6.1853 3.3895  0.10
C -7.4494 -1.6867 4.0481  -0.07
C -7.9457 -3.0541 4.4894  -0.49
C -6.9487 -3.7337 5.4145  -0.06
O -8.1610 -3.8729 3.3406  -0.06
H -6.5082 -1.7718 3.4940  0.09
H -8.1702 -1.2155 3.3749  0.05
H -7.2906 -1.0287 4.9067  0.08
H -8.9073 -2.9491 4.9992  0.14
H -5.9903 -3.8906 4.9084  0.08
H -7.3132 -4.7200 5.7140  0.08
H -6.7746 -3.1374 6.3140  0.08
H -7.3155 -3.9718 2.8826  0.09
C -3.2746 4.5743 -4.6283  -0.06
C -1.9014 5.2253 -4.6804  -0.49
C -1.0059 4.5475 -5.7050  -0.06
O -1.2909 5.1486 -3.3920  -0.08
H -3.1970 3.5215 -4.3371  0.08
H -3.9036 5.0641 -3.8798  0.08
H -3.7757 4.6319 -5.5978  0.08
H -2.0062 6.2851 -4.9278  0.14
H -0.8498 3.4937 -5.4511  0.08
H -0.0190 5.0179 -5.7235  0.08
H -1.4390 4.6042 -6.7068  0.08
H -1.1935 4.2138 -3.1643  0.05